[1]
{"formula": "C17H14ClFeNO7S", "method": "ωB97M-V with the def2-TZVPD basis set", "species": ["O", "C", "Fe", "C", "O", "C", "O", "C", "C", "C", "C", "C", "C", "C", "H", "H", "H", "H", "H", "H", "H", "H", "H", "O", "N", "O", "C", "C", "C", "C", "S", "C", "Cl", "O", "O", "C", "C", "H", "H", "H", "H", "H"], "coordinates": [[-1.680599, 1.585390, 2.371377], [-1.238233, 0.665631, 1.825405], [-0.359151, -0.746524, 1.168815], [-1.558287, -1.842660, 1.866207], [-2.320878, -2.420018, 2.523799], [0.629302, -0.814757, 2.632736], [1.027524, -0.973316, 3.713929], [1.129122, 0.570269, 0.112212], [2.317710, -0.242575, -0.192007], [2.162359, -1.772633, 0.072508], [0.755292, -2.176817, 0.394347], [-0.270985, -2.001762, -0.594065], [-0.560199, -0.772298, -1.159091], [-0.109052, 0.429352, -0.537601], [1.296622, 1.495109, 0.681920], [2.665674, -0.091355, -1.232833], [3.139031, 0.138639, 0.431779], [2.547149, -2.306846, -0.813404], [2.821297, -2.056421, 0.906846], [0.699131, -3.082504, 1.008967], [-0.885552, -2.877354, -0.835902], [-1.355794, -0.697191, -1.910669], [-0.721940, 1.330302, -0.682229], [6.898323, 8.127122, -2.932127], [6.317682, 8.066081, -1.825546], [6.469409, 8.939185, -0.940220], [5.433076, 6.977304, -1.567155], [4.687087, 6.966315, -0.379276], [3.676253, 6.030216, -0.204770], [3.420497, 5.065121, -1.190479], [2.193999, 3.766506, -0.883936], [3.030663, 2.349894, -0.252430], [3.859554, 2.584459, 1.200480], [1.307831, 4.239062, 0.152428], [1.699612, 3.309717, -2.166675], [4.176132, 5.078231, -2.377508], [5.196671, 6.005014, -2.554259], [4.901108, 7.711071, 0.380051], [3.072367, 6.060433, 0.697855], [3.671343, 1.970101, -1.046731], [3.949055, 4.367847, -3.169047], [5.799516, 6.010948, -3.456303]], "forces_ev_per_angstrom": [[0.1469, -0.4012, 0.1232], [-1.2508, 1.9139, 0.2069], [0.2981, 0.8914, 2.8227], [-1.6448, -1.3066, 0.7988], [0.0919, 0.0879, -0.0506], [0.2754, -0.2126, 2.0276], [0.1546, 0.1094, -0.9042], [-1.6450, 0.3629, -0.0370], [1.2338, -1.3283, 0.0522], [0.8108, 0.7861, -0.0406], [0.3614, -1.3254, -1.5595], [1.0592, -2.1416, 0.1110], [-0.5102, 1.2454, -1.4504], [0.9605, 1.2379, -2.0030], [-0.3596, -0.4530, -0.1803], [-0.3092, -0.0650, 0.1798], [-0.1180, -0.3527, -0.1129], [-0.0999, -0.1002, 0.1655], [-0.1052, 0.0799, -0.0564], [0.0382, -0.1042, -0.5738], [-0.2018, 0.4359, 0.1535], [0.1572, -0.0368, 0.4476], [0.1974, -0.3378, 0.1194], [0.5106, -0.0959, -0.9434], [-1.2670, -1.7205, 0.4826], [0.1175, 0.6266, 0.7423], [0.8637, 1.3564, -0.4194], [-0.6506, -0.2880, 0.4692], [0.3973, 0.1950, 0.1451], [-0.4367, -0.6287, 0.1836], [0.0802, 1.0539, -0.5214], [1.2368, 1.4708, -1.1694], [0.1320, -0.0272, 0.7108], [-0.0241, -0.0074, -0.1544], [0.0277, 0.1925, 0.2781], [0.3773, 0.0357, 0.0466], [-0.5019, -0.5316, -0.2793], [-0.0939, -0.0760, -0.1986], [0.0869, -0.1568, -0.1073], [-0.2863, -0.4894, 0.1904], [0.0644, 0.0056, 0.1848], [-0.1749, 0.0998, 0.1202]], "mulliken_charge": [-0.448, 0.165, 0.237, -0.096, -0.501, 0.196, -0.475, 0.602, -0.598, -0.957, -0.107, -0.510, -0.931, -0.938, 0.928, 0.286, 0.041, 0.330, 0.307, 0.512, 0.295, 0.316, 0.450, -0.778, 0.843, -0.778, -0.048, -0.572, -0.309, -0.132, 1.499, -0.435, -0.119, -0.674, -0.684, -0.306, -0.678, 0.403, 0.412, 0.435, 0.417, 0.400], "s2": 6.1350, "total_charge": -2, "spin_multiplicity": 5, "gap_ev": [4.112, 5.679], "homo_ev": [0.580, -2.291]}

[2]
{"formula": "C17H14ClNO3STi", "method": "ωB97M-V with the def2-TZVPD basis set", "species": ["C", "C", "C", "H", "C", "C", "H", "H", "H", "H", "Ti", "Cl", "C", "C", "C", "H", "C", "C", "H", "H", "H", "H", "O", "S", "O", "N", "C", "O", "C", "C", "C", "C", "C", "C", "H", "H", "H", "H"], "coordinates": [[2.334162, -2.048717, 0.523982], [2.364947, -1.957768, -0.908441], [1.023304, -1.989843, -1.398515], [3.262875, -2.065300, -1.525958], [0.137280, -2.128503, -0.287660], [0.945902, -2.170743, 0.928673], [0.601389, -2.451498, 1.918061], [3.196351, -2.120204, 1.191185], [0.733072, -2.105109, -2.452576], [-0.938301, -2.318038, -0.346867], [1.241164, -0.208877, 0.161552], [2.970924, 1.061231, 0.625415], [1.525752, 2.744453, -5.009214], [0.289247, 2.100858, -5.354131], [0.601656, 0.859958, -6.005146], [-0.709161, 2.497091, -5.181013], [2.030776, 0.737120, -6.063859], [2.602000, 1.901539, -5.448340], [3.664224, 2.119544, -5.358748], [1.629479, 3.714482, -4.528014], [-0.117173, 0.151003, -6.411911], [2.583559, -0.080721, -6.522685], [0.721164, 0.809622, 5.138892], [0.117895, -0.265840, 4.406190], [0.267225, -1.645110, 4.779228], [0.455789, -0.120539, 2.704031], [-0.583659, 0.304934, 2.027002], [-0.480946, 0.502921, 0.711576], [-1.797125, 0.441878, 2.795555], [-3.076478, 0.658491, 2.303060], [-4.115511, 0.633481, 3.237291], [-3.891759, 0.362624, 4.614097], [-2.603515, 0.089980, 5.087017], [-1.585989, 0.114838, 4.135636], [-3.171771, 0.824890, 1.210249], [-5.127231, 0.827667, 2.875737], [-4.728861, 0.357716, 5.300772], [-2.372644, -0.139504, 6.127864]], "forces_ev_per_angstrom": [[-0.7830, -1.2517, -0.4037], [-0.2616, -0.7157, 0.2650], [0.1581, -0.8387, 0.4803], [-0.4574, 0.6807, 0.2863], [1.0594, -1.0439, 0.6153], [0.0689, -1.7364, -1.4095], [0.0505, 0.4212, -0.2635], [-0.4219, 0.2748, -0.3409], [0.1926, 0.6792, 0.5899], [0.5000, 0.4675, 0.0847], [0.1243, 1.3980, -0.6459], [0.7469, 0.7885, 0.1388], [-0.1001, -1.0940, -0.5968], [1.1155, -0.4368, -0.2075], [0.7868, 0.7738, 0.4205], [0.1587, -0.0681, -0.0015], [-0.6011, 0.9240, 0.4863], [-1.2140, -0.2285, -0.1501], [-0.1826, -0.0455, 0.0234], [-0.0178, -0.1729, -0.0471], [0.1106, 0.1109, 0.0853], [-0.0909, 0.1283, 0.1010], [0.1773, -0.6059, -0.0062], [-0.4525, 0.5063, -2.5849], [0.2255, 0.4168, 0.1704], [0.0277, 0.6224, 0.9153], [2.1645, -0.2876, -1.1109], [-1.1680, 0.1465, 2.4025], [-1.3016, -0.3902, 0.6990], [0.2890, 0.1622, 0.0324], [-0.1699, -0.0438, 0.2741], [0.2326, 0.1700, -0.8878], [0.1596, 0.1084, -0.7614], [-0.8087, 0.2547, 0.4643], [-0.2920, -0.0211, 0.9585], [0.2210, -0.1114, 0.2881], [-0.0098, 0.0131, -0.0760], [-0.2368, 0.0449, -0.2878]], "mulliken_charge": [-0.724, -0.226, -0.395, 0.461, -0.469, -0.268, 0.491, 0.403, 0.500, 0.415, 0.631, -0.500, -0.544, -0.574, -0.551, 0.365, -0.549, -0.552, 0.362, 0.367, 0.364, 0.368, -0.617, 1.035, -0.608, -0.472, 1.253, -0.772, 0.048, -0.497, -0.540, -0.410, -0.602, 0.202, 0.436, 0.368, 0.386, 0.417], "s2": 0.7533, "total_charge": -1, "spin_multiplicity": 2, "de_lowest_kj_mol": 103.65, "gap_ev": [3.782, 3.809], "homo_ev": [-2.518, -2.518]}

[3]
{"formula": "C17H14F2N4O5S", "method": "ωB97M-V with the def2-TZVPD basis set", "species": ["O", "C", "C", "S", "C", "N", "N", "C", "C", "C", "C", "C", "O", "C", "F", "F", "C", "C", "O", "N", "C", "O", "N", "C", "C", "C", "C", "C", "O", "H", "H", "H", "H", "H", "H", "H", "H", "H", "H", "H", "H", "H", "H"], "coordinates": [[3.545894, 1.491682, -1.535446], [3.058890, 2.043507, -0.576892], [2.607841, 3.496749, -0.674284], [1.125615, 3.891035, 0.307285], [0.146979, 2.561674, -0.191181], [0.494727, 1.595807, -0.986475], [-0.556845, 0.767290, -1.059613], [-1.498476, 1.254868, -0.310495], [-2.807161, 0.695993, -0.079795], [-3.158718, -0.500069, -0.701616], [-4.405406, -1.057826, -0.492892], [-5.305834, -0.413525, 0.344024], [-6.589343, -0.875886, 0.633145], [-7.045990, -2.015930, 0.103593], [-7.073519, -2.001263, -1.252410], [-6.294332, -3.095997, 0.430388], [-4.963708, 0.782014, 0.968831], [-3.720179, 1.336059, 0.759344], [-1.104029, 2.420738, 0.279678], [2.932521, 1.492151, 0.656376], [3.022784, 0.120479, 1.024393], [2.745598, -0.188245, 2.159766], [3.392153, -0.699810, 0.039170], [3.530113, -2.128130, 0.245128], [4.959414, -2.553958, 0.161123], [5.977273, -2.486416, 1.067028], [7.123157, -3.001332, 0.413750], [6.716100, -3.339187, -0.839048], [5.411259, -3.070663, -1.002474], [3.390811, 4.157417, -0.298622], [2.413822, 3.726022, -1.721882], [-2.441831, -0.981869, -1.346247], [-4.653568, -1.984308, -0.984610], [-8.071421, -2.186177, 0.467379], [-5.687052, 1.255681, 1.612206], [-3.448962, 2.262434, 1.241524], [2.570726, 2.067185, 1.408946], [3.595368, -0.302956, -0.872536], [3.130885, -2.345653, 1.238988], [2.949990, -2.657833, -0.515684], [5.911633, -2.120215, 2.070751], [8.106855, -3.105162, 0.823022], [7.237782, -3.765918, -1.672468]], "forces_ev_per_angstrom": [[0.1460, -0.0285, -0.2974], [0.2037, 0.2426, 0.0406], [-0.4422, -0.0259, -0.1215], [0.2117, 0.4893, 0.2488], [0.2977, -0.5344, -0.6038], [0.7415, 1.3524, 0.3474], [-1.5625, -0.8142, 0.1483], [0.8108, -0.2874, -0.5491], [-0.5162, 0.0399, 0.2622], [0.0199, 0.2840, 0.1773], [-0.0825, -0.1295, -0.0476], [0.0330, 0.1429, 0.0776], [0.6170, 0.6655, 0.1502], [-1.0997, -0.9494, -0.1152], [0.0448, 0.2579, -0.2124], [0.2501, -0.0286, 0.2283], [-0.2607, -0.3012, -0.0796], [0.1637, -0.1608, -0.1844], [-0.1054, 0.0036, 0.0637], [0.1271, -0.1779, 0.5503], [-0.0028, 0.5594, -0.3776], [-0.0715, -0.1830, 0.5502], [0.0170, -0.2220, -0.5212], [0.1451, -0.0284, -0.0242], [0.0749, 0.1386, 0.9120], [-0.5946, -0.0431, -0.3398], [-0.0170, -0.1532, -0.5446], [0.7964, -0.0251, 0.4495], [-0.4455, 0.0068, -0.3092], [-0.0424, -0.0044, 0.0138], [0.1114, -0.1213, 0.0870], [0.0478, -0.0865, -0.0776], [-0.0475, -0.0126, 0.0133], [0.3956, 0.1565, -0.0810], [-0.0829, 0.0642, 0.0819], [-0.0067, 0.0724, 0.0550], [-0.0028, -0.1747, -0.1660], [-0.0221, 0.0928, 0.1804], [0.0395, -0.0540, -0.2074], [-0.0045, -0.0107, 0.1539], [-0.0933, 0.0988, 0.2242], [0.2334, -0.0576, 0.0099], [-0.0254, -0.0532, -0.1662]], "mulliken_charge": [-0.701, 0.638, -0.695, -0.190, 0.551, 0.066, -0.793, 0.566, 0.126, -0.867, -0.480, 0.902, -0.391, 0.409, -0.241, -0.240, -0.526, -0.530, -0.359, -0.076, 0.404, -0.678, -0.026, -1.054, 0.401, -0.317, -0.442, -0.450, -0.341, 0.392, 0.373, 0.483, 0.380, 0.160, 0.433, 0.459, 0.294, 0.223, 0.451, 0.308, 0.507, 0.411, 0.460], "total_charge": 0, "de_lowest_kj_mol": 0.00, "gap_ev": 8.714, "homo_ev": -8.529}

E_tot: -3359.45840 -2644.57263 -1849.38950 (Eh)